Density functional theory data (ωB97M-V with the def2-TZVPD basis set) for C9H14BiN2P as an isolated structure at a distorted geometry.

Geometry as XYZ:
```
27
Properties=species:S:1:pos:R:3:forces:R:3:nbo_charge:R:1
C 0.103 -1.434 -0.940 -0.254 0.748 -1.748 -0.4018
C -1.069 -2.139 -0.571 0.195 0.344 0.536 -0.3597
C -2.218 -1.471 -1.085 0.935 0.627 -0.326 -0.3513
C -1.747 -0.375 -1.912 0.480 -0.700 1.088 -0.3592
C -0.312 -0.371 -1.850 -0.188 -0.068 0.978 -0.3836
Bi 1.122 -0.153 1.969 0.010 -1.495 0.739 0.3832
P 2.839 0.893 0.444 -0.320 0.363 -0.073 0.0877
H 1.172 -1.692 -0.774 -1.023 -0.076 -0.090 0.1716
H -1.045 -3.026 0.072 -0.248 0.340 -0.237 0.1865
H -3.260 -1.705 -0.803 0.670 0.099 -0.489 0.1905
H 0.385 0.380 -2.297 -0.723 -0.712 0.146 0.1653
H -2.390 0.367 -2.395 0.325 -0.319 0.064 0.1886
H 2.442 1.312 -0.939 0.882 -0.336 1.349 0.0891
H 3.943 -0.046 0.464 -0.478 0.984 -0.254 0.0858
H 3.183 2.003 1.316 0.394 -0.445 -1.565 0.0709
C -2.217 3.324 3.976 -0.397 0.117 0.028 -0.4056
N -1.484 2.757 2.851 0.179 0.600 -0.343 -0.3155
C -0.781 3.513 1.904 -0.588 0.055 0.109 -0.0795
C -0.254 2.646 1.006 0.337 -1.276 1.515 -0.0475
N -0.474 1.350 1.500 -2.172 1.114 -0.015 -0.5279
C -1.348 1.468 2.539 1.392 0.247 -1.534 0.2293
H -1.542 3.842 4.662 0.073 -0.146 -0.204 0.2223
H -2.940 4.057 3.593 0.055 -0.390 0.258 0.2218
H -2.709 2.518 4.541 0.064 0.347 -0.378 0.2284
H -0.751 4.594 1.933 -0.198 -0.239 0.061 0.2331
H 0.300 2.812 0.098 0.087 0.009 0.098 0.2365
H -1.931 0.643 2.944 0.509 0.208 0.288 0.2412
```
Forces are in eV/Å.

Max |F|: 0.04747 hartree/bohr
Relative energy (zero: lowest compared OMol25 entry of this formula, charge and spin): 150.3 kJ/mol
Energy: -1016.563892 Ha
E_HOMO (alpha / beta): -0.184 / -0.184 Ha
Kohn-Sham gap (alpha / beta): 0.16772 / 0.16766 Eh